# 1
Formula: C29H31F5N6O4PdS
Source: the Open Molecules 2025 dataset
Level of theory: ωB97M-V/def2-TZVPD

## Properties
LUMO energy (alpha / beta) (eV): -9.3 / -9.3

ORCA input file:
```
! wB97M-V def2-TZVPD RIJCOSX def2/J DEFGRID3
* xyz 2 1
Pd -0.02646 0.06450 -0.17763
C 2.78883 4.49847 -4.61060
C 3.79687 4.03778 -3.54316
C 4.27225 5.24637 -2.74035
C 5.01102 3.38248 -4.20808
C 3.05578 3.03631 -2.69829
C 2.79314 1.75290 -3.18454
C 2.01290 0.88369 -2.45100
N 1.48239 1.20878 -1.27277
C 1.79197 2.39938 -0.73182
C 2.56422 3.32358 -1.42775
C 1.32617 2.64635 0.64360
C 1.95773 3.58334 1.45256
C 1.57227 3.76952 2.77572
C 0.50802 2.98250 3.22873
C -0.07924 2.06421 2.37267
N 0.31258 1.90770 1.11472
C 2.30734 4.74350 3.67710
C 1.28849 5.66175 4.36648
C 3.09055 3.89908 4.69394
C 3.30976 5.62132 2.91510
H 3.27193 5.19704 -5.28639
H 1.93977 4.99868 -4.14886
H 2.42157 3.65719 -5.19266
H 4.81667 5.91772 -3.39590
H 4.94891 4.94619 -1.94510
H 3.44353 5.81059 -2.32227
H 5.59465 4.14301 -4.71520
H 4.72069 2.64379 -4.94714
H 5.64614 2.90647 -3.46607
H 3.18332 1.42373 -4.13356
H 1.83350 -0.12587 -2.80700
H 2.76947 4.27975 -0.98027
H 2.77944 4.14117 1.03945
H 0.13878 3.04478 4.24061
H -0.90372 1.44824 2.71795
H 0.63788 5.10806 5.03752
H 0.67217 6.17120 3.62732
H 1.80968 6.41981 4.94747
H 2.44046 3.21856 5.23619
H 3.58660 4.55241 5.40609
H 3.85239 3.31180 4.18569
H 2.81354 6.23732 2.16665
H 4.08928 5.02323 2.44687
H 3.80455 6.29146 3.61474
O -2.73795 -3.72636 4.50294
C -1.98451 -2.70714 4.13765
O -1.24803 -2.13463 4.88592
C -2.13652 -2.23020 2.72420
C -3.28682 -2.15942 1.95192
N -2.97183 -1.49915 0.82915
N -1.68258 -1.15179 0.80178
C -1.15790 -1.57760 1.95308
C 0.35213 -1.44290 2.22151
O 0.74286 -1.58126 3.35666
O 1.02882 -1.22816 1.17096
H -3.26574 -4.14251 3.80758
H -4.28278 -2.51760 2.13274
H -3.60226 -1.26688 0.07276
N 0.53962 -1.86435 -2.36130
N -0.75269 -1.37447 -2.66461
H 0.76164 -2.67341 -2.93606
H 0.60813 -2.11213 -1.36460
H -0.85712 -1.24897 -3.66993
H -0.92060 -0.48320 -2.15665
F 0.81005 -7.08989 -4.34001
C 0.01579 -6.16573 -3.83932
C -0.52037 -5.17469 -4.67271
F -0.22252 -5.14926 -5.96169
C -1.33249 -4.18796 -4.12969
F -1.78278 -3.19519 -4.90238
C -1.64165 -4.16358 -2.75952
S -2.61452 -2.91022 -2.09073
C -1.08642 -5.15939 -1.94099
F -1.32322 -5.10538 -0.62844
C -0.26121 -6.14684 -2.46512
F 0.29594 -7.04302 -1.66864
*
```

Charges in e, computed with Löwdin, in the same order as the atoms: Pd 0.97; C -0.02; C -0.56; C -0.04; C -0.03; C -0.13; C 0.03; C -0.09; N 0.02; C -0.17; C 0.08; C -0.19; C 0.07; C -0.12; C 0.04; C -0.08; N 0.03; C -0.55; C -0.03; C -0.02; C -0.05; H 0.10; H 0.10; H 0.09; H 0.10; H 0.10; H 0.09; H 0.10; H 0.08; H 0.10; H 0.12; H 0.09; H 0.11; H 0.10; H 0.13; H 0.12; H 0.08; H 0.10; H 0.10; H 0.09; H 0.10; H 0.10; H 0.09; H 0.08; H 0.10; O 0.16; C -0.48; O 0.17; C -0.03; C 0.02; N -0.01; N 0.00; C -0.13; C -0.62; O 0.14; O -0.09; H 0.12; H 0.15; H 0.14; N 0.03; N -0.05; H 0.11; H 0.10; H 0.12; H 0.07; F 0.21; C -0.07; C -0.12; F 0.17; C -0.23; F 0.11; C -0.52; S 1.05; C -0.21; F 0.12; C -0.11; F 0.18

---

# 2
Formula: C32H68BrF2IN7O5
Source: the Open Molecules 2025 dataset
Level of theory: ωB97M-V/def2-TZVPD

## Properties
LUMO energy (eV): 1.2

ORCA input file:
```
! wB97M-V def2-TZVPD RIJCOSX def2/J DEFGRID3
* xyz -1 1
C -5.50600 2.60951 -4.55976
C -4.15779 2.87103 -5.28796
C -3.14422 1.75003 -5.04006
C -2.46209 1.84097 -3.66919
N -3.33793 1.43347 -2.58968
C -2.85719 0.51692 -1.61714
O -2.87859 -0.74764 -2.22018
C -3.84976 0.45472 -0.45026
F -4.92103 -0.31404 -0.91058
N -3.36856 -0.06368 0.77311
C -4.12384 0.48923 1.89116
C -4.74258 -0.50543 2.87253
C -5.42545 0.36294 3.93207
I -6.55867 -0.76946 5.33602
C -2.04951 -0.65603 0.95443
Br -1.34029 -0.19493 2.78452
C -2.17962 -2.18895 1.10848
C -2.89602 -2.95619 0.01478
C -2.88156 -4.43553 0.48898
N -2.78605 -5.43673 -0.57017
O -2.91376 -4.74082 1.66077
C -0.95061 -0.24273 -0.12373
C 0.34058 0.30167 0.50668
O 1.15060 0.71997 -0.59158
C 2.22244 1.53859 -0.18276
C 2.74970 2.28217 -1.40468
C 2.90582 1.38534 -2.63898
N -0.54801 -1.31435 -0.99766
C 0.40752 -2.34183 -0.63261
C 1.77598 -2.27168 -1.35292
C 2.91610 -2.11113 -0.34492
C 3.11136 -3.36120 0.52685
N -1.53827 0.87175 -0.97076
C -1.51915 2.19135 -0.21988
C -2.46005 3.33070 -0.58730
H -5.53667 1.61927 -4.11403
H -5.62783 3.32477 -3.75002
H -6.33573 2.68239 -5.25623
H -3.76691 3.82397 -4.93484
H -4.33414 2.91916 -6.36012
H -2.36817 1.71447 -5.80679
H -3.66829 0.79433 -5.07325
H -1.58688 1.18304 -3.72050
H -2.08695 2.86278 -3.53546
H -3.97461 2.13293 -2.23596
H -2.22870 -0.81565 -2.92493
H -4.27968 1.46324 -0.40810
H -5.00171 0.96213 1.44809
H -3.64102 1.31794 2.41256
H -4.00119 -1.10092 3.39900
H -5.49235 -1.11879 2.37999
H -4.63934 0.84446 4.51094
H -6.00080 1.17095 3.48694
H -2.76270 -2.35271 2.01076
H -1.21565 -2.62922 1.34686
H -3.94458 -2.68511 -0.08789
H -2.39751 -2.94968 -0.94573
H -2.07072 -5.14218 -1.22799
H -3.64441 -5.42747 -1.11517
H 0.82858 -0.42973 1.14560
H 0.19932 1.17710 1.13358
H 3.03588 0.96836 0.27508
H 1.91178 2.29381 0.54769
H 3.63702 2.85982 -1.15936
H 1.97233 3.01163 -1.65740
H 3.39180 1.97168 -3.41845
H 1.91731 1.09215 -2.97553
H 3.55063 0.52819 -2.45369
H -0.48819 -1.10001 -1.97542
H -0.02006 -3.30967 -0.91325
H 0.58115 -2.45164 0.43186
H 1.79453 -1.38875 -1.99231
H 1.97671 -3.18217 -1.91311
H 3.85578 -1.90750 -0.86237
H 2.72508 -1.27903 0.33286
H 2.96714 -4.28571 -0.02783
H 4.13520 -3.37846 0.90350
H 2.48266 -3.34869 1.41403
H -0.83869 0.97941 -1.71282
H -1.62440 1.99563 0.84266
H -0.50920 2.57703 -0.33165
H -2.02701 4.22811 -0.14398
H -3.46791 3.26028 -0.16893
H -2.53211 3.54999 -1.64608
C 8.82499 -0.84622 -1.53190
C 8.20151 0.36582 -2.21582
C 7.45898 1.30478 -1.25358
O 6.18603 0.84496 -0.84450
C 6.20833 -0.07242 0.23729
N 7.34168 -0.09759 -3.30869
H 8.07961 -1.59449 -1.26408
H 9.53739 -1.32876 -2.20055
H 9.35991 -0.55657 -0.62507
H 9.01768 0.94661 -2.65627
H 7.27126 2.24506 -1.78013
H 8.07620 1.54888 -0.37899
H 7.00630 0.15470 0.94928
H 6.31254 -1.09667 -0.12810
H 5.25047 -0.00038 0.75244
H 7.00386 0.70548 -3.83159
H 6.50205 -0.49354 -2.89399
C 0.43313 1.20697 7.31323
C 0.31238 -0.30371 7.14821
C 1.57509 -0.94339 6.55924
C 1.86180 -0.40524 5.22875
N 2.04801 0.00816 4.17259
H 0.57418 1.70252 6.35144
H -0.47274 1.61494 7.76116
H 1.27544 1.46658 7.95833
H -0.54124 -0.53073 6.50750
H 0.11245 -0.75951 8.11893
H 1.44747 -2.02256 6.47142
H 2.43682 -0.75674 7.20212
F -1.39002 -6.44662 2.80402
O -6.14020 2.86977 0.29929
H -6.20366 1.94598 0.01761
*
```

These are the Löwdin partial charges, in e, on atoms 1 to 99: C -0.09; C -0.24; C -0.20; C -0.20; N 0.06; C -0.42; O 0.07; C -0.26; F 0.05; N -0.03; C -0.24; C -0.30; C -0.68; I 0.73; C -0.50; Br 0.91; C -0.21; C -0.11; C -0.45; N 0.09; O 0.09; C -0.32; C -0.23; O -0.16; C -0.22; C -0.21; C -0.09; N 0.02; C -0.18; C -0.17; C -0.27; C -0.09; N 0.10; C -0.10; C -0.04; H 0.06; H 0.07; H 0.06; H 0.10; H 0.09; H 0.10; H 0.11; H 0.11; H 0.11; H 0.12; H 0.10; H 0.10; H 0.10; H 0.10; H 0.07; H 0.11; H 0.04; H 0.06; H 0.09; H 0.10; H 0.12; H 0.08; H 0.05; H 0.07; H 0.10; H 0.07; H 0.11; H 0.13; H 0.11; H 0.10; H 0.07; H 0.06; H 0.07; H 0.12; H 0.12; H 0.11; H 0.09; H 0.11; H 0.09; H 0.08; H 0.08; H 0.06; H 0.08; H 0.16; H 0.11; H 0.12; H 0.09; H 0.07; H 0.06; C -0.07; C -0.43; C -0.21; O -0.20; C -0.10; N 0.04; H 0.07; H 0.08; H 0.08; H 0.13; H 0.12; H 0.12; H 0.09; H 0.07; H 0.08

---

# 3
Formula: C9H9N3O2
Source: the Open Molecules 2025 dataset
Level of theory: ωB97M-V/def2-TZVPD

## Properties
SMILES string: O=c1cc[nH]c(=O)[nH]1.c1ccncc1
LUMO energy (eV): 0.5

ORCA input file:
```
! wB97M-V def2-TZVPD RIJCOSX def2/J DEFGRID3
* xyz 0 1
O -2.56919 2.11104 -0.96036
C -2.48733 1.01584 -0.47308
C -2.94911 0.78564 0.89107
C -2.72350 -0.34848 1.45988
N -1.95840 -1.41572 0.72841
C -1.66597 -1.35167 -0.68238
O -1.45146 -2.33718 -1.31088
N -1.65578 -0.03785 -1.07526
H -3.58266 1.62916 1.15706
H -2.96154 -0.51884 2.53699
H -1.80307 -2.36729 1.17277
H -1.41335 0.16169 -2.01119
C 2.35459 1.45688 -0.05739
C 1.25852 0.68920 -0.46365
C 1.41522 -0.70725 -0.36373
N 2.53205 -1.25469 -0.02678
C 3.64232 -0.58143 0.19054
C 3.56414 0.84875 0.17149
H 2.35503 2.55885 -0.28618
H 0.38428 1.09356 -1.02876
H 0.66114 -1.51114 -0.45513
H 4.65144 -1.13228 0.34022
H 4.40267 1.21318 0.54634
*
```

Charges in e, computed with natural (NBO), in the same order as the atoms: O -0.56; C 0.66; C -0.40; C 0.08; N -0.67; C 0.80; O -0.58; N -0.67; H 0.26; H 0.23; H 0.43; H 0.42; C -0.19; C -0.25; C 0.03; N -0.44; C 0.05; C -0.25; H 0.22; H 0.23; H 0.20; H 0.20; H 0.20

---

# 4
Formula: C23H24N7O2SSc
Source: the Open Molecules 2025 dataset
Level of theory: ωB97M-V/def2-TZVPD

## Properties
LUMO energy (eV): -6.5

ORCA input file:
```
! wB97M-V def2-TZVPD RIJCOSX def2/J DEFGRID3
* xyz 2 1
Sc -0.19953 -0.26440 -0.16245
N -4.22629 1.38133 1.25755
C -3.37330 0.61769 0.61426
N -2.20516 0.27106 1.07414
C -1.80029 0.73365 2.32833
N -0.64048 0.44072 2.84937
N 0.07633 -0.37191 1.99635
C 0.96314 -1.12480 2.49457
C 1.57558 -2.13473 1.60018
C 2.49531 -3.03973 2.06113
C 2.89799 -4.06951 1.21762
C 2.35372 -4.15447 -0.05093
C 1.46008 -3.17753 -0.44784
N 1.08669 -2.17983 0.34718
C -2.70258 1.59094 3.08532
C -2.37172 2.10987 4.34127
C -3.26392 2.91733 5.00572
C -4.50381 3.21546 4.42764
C -4.84414 2.71494 3.19015
C -3.93206 1.90596 2.52921
H -5.10630 1.58941 0.82860
H -3.67490 0.27690 -0.36464
H 1.17434 -1.10663 3.55543
H 2.86193 -2.96500 3.08109
H 3.60526 -4.81423 1.56319
H 2.60532 -4.97107 -0.72183
H 0.98975 -3.20560 -1.42537
H -1.40603 1.86809 4.76960
H -3.01179 3.31838 5.98224
H -5.20731 3.84944 4.95676
H -5.80716 2.94855 2.73492
O -0.12440 -0.58069 -4.02145
C -0.79495 -0.20363 -3.06096
O -0.73360 -0.81441 -1.90508
C -1.67714 0.97066 -3.17904
C -2.49210 1.05877 -4.30553
C -3.35956 2.11927 -4.45428
C -3.37188 3.12093 -3.49089
C -2.52019 3.06373 -2.39221
C -1.64732 1.98739 -2.21365
S -0.48393 2.08925 -0.85256
H -2.45980 0.26570 -5.04672
H -4.01713 2.17001 -5.31550
H -4.03588 3.97086 -3.60738
H -2.49752 3.87487 -1.67111
N 2.34253 -1.50118 -4.08086
C 3.30853 -0.52912 -3.45057
C 3.16794 -0.45349 -1.94428
N 1.97555 0.30070 -1.47814
H 2.49043 -1.55047 -5.08244
H 1.32469 -1.21115 -3.96196
H 2.48187 -2.43838 -3.72231
H 3.13251 0.44007 -3.90774
H 4.31543 -0.84016 -3.70583
H 4.06398 0.02090 -1.57100
H 3.16678 -1.45758 -1.53614
H 1.48526 0.67936 -2.25780
H 2.27924 1.12816 -1.00730
*
```

Charges in e, computed with natural (NBO), in the same order as the atoms: Sc 1.69; N -0.51; C 0.38; N -0.63; C 0.45; N -0.34; N -0.37; C 0.13; C 0.15; C -0.20; C -0.11; C -0.24; C 0.06; N -0.53; C -0.17; C -0.13; C -0.19; C -0.13; C -0.25; C 0.24; H 0.44; H 0.22; H 0.23; H 0.25; H 0.25; H 0.25; H 0.21; H 0.25; H 0.24; H 0.24; H 0.24; O -0.68; C 0.83; O -0.82; C -0.17; C -0.16; C -0.22; C -0.15; C -0.25; C -0.13; S -0.34; H 0.23; H 0.24; H 0.23; H 0.23; N -0.70; C -0.24; C -0.25; N -0.85; H 0.44; H 0.47; H 0.42; H 0.24; H 0.24; H 0.24; H 0.20; H 0.40; H 0.41

---

# 5
Formula: C40H48N5OPPb
Source: the Open Molecules 2025 dataset
Level of theory: ωB97M-V/def2-TZVPD

## Properties
LUMO energy (alpha / beta) (eV): -12.9 / -13.6

ORCA input file:
```
! wB97M-V def2-TZVPD RIJCOSX def2/J DEFGRID3
* xyz 4 1
Pb -0.11682 0.36858 0.76952
C -2.03042 3.45711 3.77853
C -2.43076 2.69272 4.85853
C -2.31918 1.31217 4.77802
C -1.82001 0.72335 3.63168
N -1.40786 1.46894 2.58011
C -1.51786 2.80888 2.67527
C -1.70830 -0.76172 3.51113
C -2.30364 -1.62478 4.41646
C -2.13845 -2.99219 4.26861
C -1.38052 -3.47482 3.21165
C -0.83529 -2.55607 2.34338
N -0.99391 -1.23021 2.47707
H -2.10220 4.53675 3.78790
H -2.81879 3.15722 5.75610
H -2.61462 0.70836 5.62383
H -1.17582 3.38479 1.83278
H -2.90340 -1.24781 5.23173
H -2.60003 -3.67292 4.97325
H -1.21942 -4.53558 3.06330
H -0.24111 -2.88314 1.49999
C 1.46659 3.36520 0.27631
C 0.59325 4.05035 -0.77499
C 0.42852 5.52892 -0.40561
C -0.78240 3.41595 -0.95454
C -1.55440 4.06988 -2.10296
O -1.97944 2.94007 -2.90654
C -1.44443 1.83371 -2.40734
N -0.76040 1.95637 -1.31474
C -1.77814 0.65217 -3.26929
C -2.27582 0.98742 -4.53198
C -2.74910 0.03392 -5.42046
C -2.77152 -1.29777 -5.05177
C -2.26644 -1.66393 -3.81392
C -1.73933 -0.71484 -2.93078
P -1.03549 -1.56160 -1.49025
C -2.30859 -2.45835 -0.64549
C -3.32221 -1.68765 -0.04437
C -4.40761 -2.30888 0.53568
C -4.49054 -3.70277 0.52199
C -3.48944 -4.47329 -0.06801
C -2.38826 -3.86212 -0.64306
C 0.31038 -2.56875 -2.04499
C 0.91770 -2.30611 -3.28910
C 1.94865 -3.11026 -3.73572
C 2.40159 -4.16999 -2.94974
C 1.83311 -4.41766 -1.70045
C 0.80343 -3.61777 -1.24148
H 2.46833 3.80175 0.28796
H 1.60272 2.29046 0.07844
H 1.06608 3.49260 1.28816
H 1.10192 3.98673 -1.74508
H -0.16304 5.63146 0.51097
H -0.05864 6.11231 -1.18738
H 1.39843 5.99306 -0.22306
H -1.34535 3.51523 -0.02790
H -0.92998 4.69487 -2.73476
H -2.43854 4.62251 -1.80637
H -2.31139 2.02443 -4.82237
H -3.12182 0.34320 -6.38840
H -3.17213 -2.05384 -5.71561
H -2.26938 -2.71480 -3.54720
H -3.28408 -0.59981 -0.06946
H -5.20580 -1.72069 0.97201
H -5.35384 -4.19144 0.95816
H -3.58099 -5.55194 -0.09717
H -1.62911 -4.46895 -1.12014
H 0.56184 -1.49891 -3.91738
H 2.38773 -2.93157 -4.70908
H 3.19733 -4.80928 -3.31603
H 2.18488 -5.24656 -1.09998
H 0.34993 -3.84507 -0.28629
C 2.60840 -1.36871 2.10710
N 2.49346 0.09153 1.91157
C 2.11258 0.72663 3.19761
C 3.83300 0.63992 1.58340
C 4.56504 0.09738 0.34132
N 4.25753 0.76370 -0.91757
C 3.55395 0.07277 -1.97736
C 4.91108 2.02499 -1.22179
H 3.46737 -1.62363 2.73880
H 2.71158 -1.88699 1.15072
H 1.71241 -1.73694 2.60357
H 2.89413 0.60322 3.95452
H 1.20072 0.26047 3.57610
H 1.94042 1.79481 3.04845
H 4.50131 0.37081 2.41174
H 3.79269 1.72997 1.56023
H 4.42295 -0.97396 0.22382
H 5.62722 0.28602 0.51540
H 4.29295 -0.23991 -2.72568
H 2.86526 0.76544 -2.46506
H 3.03945 -0.80401 -1.59063
H 5.72366 1.80844 -1.92808
H 5.32571 2.47596 -0.32461
H 4.21080 2.69448 -1.72094
*
```

Charges in e, computed with Löwdin, in the same order as the atoms: Pb 1.44; C 0.01; C 0.03; C 0.04; C -0.21; N -0.03; C -0.11; C -0.21; C 0.04; C 0.02; C 0.00; C -0.15; N -0.05; H 0.14; H 0.14; H 0.13; H 0.08; H 0.13; H 0.14; H 0.13; H 0.09; C -0.10; C -0.38; C -0.03; C -0.29; C -0.03; O 0.03; C -0.31; N 0.03; C -0.10; C 0.03; C 0.01; C 0.00; C -0.07; C -0.29; P 1.08; C -0.39; C -0.09; C -0.03; C 0.00; C -0.02; C -0.06; C -0.36; C -0.07; C -0.03; C 0.00; C -0.03; C -0.10; H 0.09; H -0.01; H 0.08; H 0.15; H 0.10; H 0.09; H 0.10; H 0.12; H 0.14; H 0.15; H 0.14; H 0.14; H 0.14; H 0.12; H 0.11; H 0.13; H 0.13; H 0.13; H 0.11; H 0.12; H 0.13; H 0.14; H 0.13; H 0.09; C -0.08; N -0.34; C -0.09; C -0.16; C -0.09; N -0.08; C 0.02; C 0.03; H 0.12; H 0.08; H 0.07; H 0.12; H 0.07; H 0.09; H 0.14; H 0.13; H 0.13; H 0.16; H 0.14; H 0.12; H 0.09; H 0.15; H 0.12; H 0.12